(1)
The following is a DFT calculation (the ωB97M-V functional and the def2-TZVPD basis) of a molecular structure, C2CuF3NO5S at a distorted geometry.

charge	-1
gap between HOMO and LUMO (spin up / spin down)	6.98 / 6.74	eV
2S+1	3
LUMO (spin up / spin down)	3.64 / 1.37	eV

Positions of all 13 atoms, in Å:
Cu 2.21 -0.96 0.58
S -0.72 -1.12 0.33
F -2.24 0.98 -0.07
F -2.15 0.38 2.00
F -0.48 1.40 1.10
O 0.39 -1.26 1.34
O 1.04 1.66 -2.23
O 1.19 -0.67 -1.13
O 2.56 1.15 -0.62
O -1.87 -2.01 0.44
N -0.17 -1.06 -1.16
C -1.45 0.52 0.88
C 1.68 1.01 -1.46

---

(2)
The following is a DFT calculation (the ωB97M-V functional and the def2-TZVPD basis) of 2 unconnected molecules or ions with the total composition C4H12 at a distorted geometry.

SMILES string	CC.CC
energy above the lowest of the compared OMol25 structures with the same formula, charge and spin	0.280	eV
charge	0
gap between HOMO and LUMO	12.69	eV
LUMO	1.15	eV

Positions of all 16 atoms, in Å:
C 1.05 -0.84 1.52
C 0.07 0.06 2.27
C -1.15 0.07 -2.23
C 0.06 0.63 -1.47
H 1.78 -1.31 2.18
H 0.12 1.70 -1.63
H -1.10 0.49 -3.24
H 0.99 0.18 -1.77
H 0.51 1.06 2.29
H -0.83 0.26 1.68
H 1.56 -0.28 0.74
H -1.23 -1.01 -2.34
H 0.58 -1.67 1.01
H -0.12 0.51 -0.41
H -0.24 -0.37 3.21
H -2.06 0.51 -1.82

---

(3)
The following is a DFT calculation (the ωB97M-V functional and the def2-TZVPD basis) of a molecular structure, C5H9N2O at a distorted geometry.

energy above the lowest of the compared OMol25 structures with the same formula, charge and spin	2.746	eV
charge	+1
gap between HOMO and LUMO	8.92	eV
LUMO	-4.41	eV

Positions of all 17 atoms, in Å:
O -1.53 1.25 0.71
N 2.18 -0.06 -0.06
N 0.23 1.06 -0.70
C 1.50 -0.62 0.99
C -1.80 -0.98 -0.75
C 0.19 -0.53 1.13
C 1.55 0.87 -0.81
C -0.65 0.22 0.20
H -1.60 -1.99 -1.02
H -0.25 -0.81 2.01
H -2.49 1.03 0.80
H -2.68 -0.86 -0.07
H 3.00 -0.53 -0.35
H 2.10 1.60 -1.35
H -0.11 2.00 -0.83
H -1.79 -0.42 -1.62
H 2.15 -1.25 1.73